(1)
The following is a quantum chemistry calculation of C20H24N4O2 in the gas phase, from the Open Molecules 2025 dataset.

Geometry as XYZ:
```
50
C20H24N4O2 | the Open Molecules 2025 dataset | wB97M-V/def2-TZVPD
O -4.19 2.01 0.19
O -3.33 -2.08 -0.10
N -5.33 -2.62 0.72
N 1.32 0.81 1.66
N 1.72 0.27 0.49
N -2.59 0.46 -0.20
C 4.18 1.75 0.97
C 0.11 1.29 1.45
C -1.55 1.40 -0.60
C 0.77 0.41 -0.46
C -1.29 1.31 -2.12
C 6.67 0.30 0.63
C -3.82 0.84 0.14
C -6.24 0.12 0.33
C 0.86 0.02 -1.89
C 2.96 -0.38 0.37
C 4.15 -2.40 -0.14
C -5.68 0.11 1.70
C 5.36 -0.40 0.42
C 5.34 -1.73 0.05
C 2.96 -1.73 0.02
C -4.40 -1.70 0.35
C 4.16 0.30 0.58
C -4.79 -0.27 0.53
C -0.55 0.03 -2.49
C -0.29 1.07 0.12
H -5.96 -0.66 2.40
H -5.46 1.06 2.15
H -0.43 1.77 2.24
H -5.09 -3.59 0.62
H -6.40 1.08 -0.13
H 2.01 -2.24 -0.11
H 4.15 -3.45 -0.41
H 6.76 1.16 -0.03
H -2.39 -0.53 -0.25
H 3.17 2.13 1.11
H -1.10 -0.83 -2.12
H -6.22 -2.38 1.10
H 1.49 0.75 -2.42
H -6.95 -0.64 0.02
H -2.25 1.36 -2.64
H -0.70 2.18 -2.42
H 7.50 -0.37 0.44
H 4.67 2.34 0.20
H 1.33 -0.96 -2.02
H 4.73 1.88 1.90
H 6.28 -2.26 -0.07
H 6.75 0.67 1.66
H -0.48 -0.05 -3.58
H -1.93 2.39 -0.34
```

Results
Total energy, eV: -31186.0383
2S+1: 1
SMILES string: Cc1cccc(-n2ncc3c2CCC[C@H]3NC(=O)C2(C(N)=O)CC2)c1C
Orbital gap, eV: 9.3

=====

(2)
The following is a quantum chemistry calculation of C20H24N4O4 in the gas phase in a non-equilibrium geometry, from the Open Molecules 2025 dataset.

Geometry as XYZ:
```
52
C20H24N4O4 | the Open Molecules 2025 dataset | wB97M-V/def2-TZVPD
O -2.57 -2.22 -4.07
O 0.24 -3.08 3.47
O 0.43 -0.59 4.91
O -0.83 1.58 -5.83
N -1.65 -0.30 -4.88
N -0.18 0.62 -1.30
N -1.27 -1.32 -1.38
N -0.41 1.24 -3.62
C 0.06 4.91 -2.71
C -0.15 -1.79 1.46
C -0.62 3.55 -2.83
C -0.61 0.42 -2.55
C -0.21 0.60 1.57
C 3.07 -1.61 4.43
C -1.91 -1.22 -3.86
C 0.35 -4.26 2.71
C 1.21 4.91 -1.71
C 0.89 -1.67 5.68
C 0.29 2.50 -3.46
C 0.04 0.52 2.92
C -1.30 -0.79 -2.65
C 0.10 -1.88 2.82
C -0.95 0.90 -4.84
C -1.95 -2.54 -1.02
C 2.25 -2.19 5.28
C -0.58 -0.45 -0.61
C 0.20 -0.70 3.57
C -0.32 -0.57 0.82
H -2.04 -0.53 -5.79
H 0.88 4.53 -0.75
H -1.25 -3.39 -1.03
H -0.32 1.55 1.08
H 2.82 -0.68 3.94
H 0.56 -5.05 3.43
H 0.13 1.42 3.52
H -0.59 -4.49 2.19
H 0.95 -1.27 6.70
H 2.51 -3.12 5.77
H 4.03 -2.04 4.19
H -2.40 -2.45 -0.04
H 1.14 2.30 -2.81
H -0.18 -2.70 0.87
H 0.17 -2.49 5.68
H -0.94 3.20 -1.85
H 2.03 4.30 -2.07
H 1.58 5.93 -1.57
H 1.17 -4.20 1.98
H 0.62 2.81 -4.45
H -2.72 -2.74 -1.77
H 0.42 5.23 -3.69
H -1.51 3.65 -3.46
H -0.69 5.64 -2.38
```

Results
Total energy, eV: -35280.6077
2S+1: 1
SMILES string: C=CCOc1ccc(-c2nc3c(c(=O)[nH]c(=O)n3CCCC)n2C)cc1OC
Orbital gap, eV: 8.3

=====

(3)
The following is a quantum chemistry calculation of C20H24N4S2 in the gas phase in a non-equilibrium geometry, from the Open Molecules 2025 dataset.

Geometry as XYZ:
```
50
C20H24N4S2 | the Open Molecules 2025 dataset | wB97M-V/def2-TZVPD
S -2.57 2.84 -1.94
S -0.56 -0.68 1.60
N -1.77 4.33 0.11
N -1.61 2.01 0.42
N 1.17 -2.62 -3.67
N 0.00 -0.19 -2.77
C 0.39 -2.44 5.65
C -0.74 3.47 2.07
C -1.03 2.15 1.60
C -0.73 0.92 2.37
C -0.49 0.79 3.75
C 2.41 -2.66 -4.48
C -1.18 4.54 1.28
C 1.16 -0.74 -2.03
C -0.01 -2.10 -4.35
C 0.37 -3.29 4.57
C -1.96 1.18 -2.33
C -1.96 3.10 -0.30
C -0.17 -1.47 3.14
C 1.23 -2.24 -2.25
C -0.12 -0.59 -4.17
C 0.17 -1.06 5.49
C 0.09 -2.82 3.29
C -0.44 1.19 -2.47
C 0.06 3.84 3.32
C -0.17 -0.56 4.19
H 0.69 -0.17 -4.79
H -0.03 1.53 -1.53
H 1.06 -0.54 -0.93
H -1.08 -0.29 -4.63
H 0.93 3.19 3.43
H -0.63 1.58 4.52
H 0.43 4.86 3.19
H -1.05 5.56 1.62
H 0.24 -0.36 6.28
H -0.13 1.86 -3.28
H 0.14 -3.53 2.46
H 0.55 -4.35 4.74
H 0.41 -2.74 -1.75
H -2.43 0.85 -3.26
H -0.89 -2.60 -3.91
H 2.60 -3.71 -4.76
H -2.25 0.51 -1.52
H 2.31 -2.10 -5.41
H 2.12 -0.31 -2.31
H 2.15 -2.60 -1.79
H 3.28 -2.25 -3.96
H -0.01 -2.32 -5.43
H 0.55 -2.78 6.66
H -0.51 3.78 4.26
```

Results
Total energy, eV: -48759.7414
2S+1: 1
SMILES string: Cc1cnc(SCCN2CCN(C)CC2)nc1-c1cc2ccccc2s1
Orbital gap, eV: 7.4

=====

(4)
The following is a quantum chemistry calculation of a molecular structure, C20H25BF19O10Sn in a non-equilibrium geometry, from the Open Molecules 2025 dataset.

Geometry as XYZ:
```
76
C20H25BF19O10Sn | the Open Molecules 2025 dataset | wB97M-V/def2-TZVPD
Sn 4.07 -0.50 0.44
F 5.58 -0.90 5.41
F -5.86 1.97 -3.06
F 3.03 5.33 -1.59
F 2.19 4.04 -0.03
F -8.17 1.73 1.33
F -0.48 0.07 0.50
F -4.95 3.10 -1.46
F 2.90 -5.74 -3.34
F 1.21 -1.28 1.15
F 1.48 0.85 1.14
F -8.19 0.94 3.33
F 4.29 -2.29 6.30
F 3.81 -4.01 -4.30
F -7.76 -0.35 1.62
F 4.13 -0.28 6.95
F 4.78 -4.98 -2.57
F 1.35 -0.27 -0.75
F -6.12 1.30 -1.03
F 1.04 4.50 -1.84
O 1.40 -3.87 -2.38
O -4.01 -0.23 -2.09
O 3.24 -2.88 -1.39
O 3.14 1.93 -1.30
O 1.98 -0.81 5.17
O 3.77 -0.48 3.69
O -5.18 0.22 1.85
O -5.60 2.30 2.34
O -2.87 1.74 -2.03
O 3.36 3.21 -3.26
C -3.97 0.95 -2.02
C -5.24 1.84 -1.83
C -6.03 1.22 2.12
C 3.35 -0.76 4.79
C -3.22 -1.10 1.33
C -7.61 0.85 2.14
C -1.61 1.18 -2.28
C -0.74 2.44 -2.05
C 0.28 -3.98 -0.23
C 0.51 -3.22 -1.54
C 4.36 -1.03 5.90
C 2.30 4.23 -1.34
C -0.33 -1.34 4.46
C 0.99 -0.52 4.22
C 2.73 -3.73 -2.15
C 2.90 2.99 -1.97
C -3.80 0.28 1.84
C 4.06 2.15 -3.88
C 4.79 2.72 -5.07
C 3.60 -4.63 -3.11
B 0.88 -0.17 0.50
H -0.91 3.23 -2.77
H -0.44 -3.57 0.49
H -0.67 -1.27 5.50
H -1.40 0.48 -1.46
H -0.69 2.74 -1.00
H 0.63 -2.15 -1.38
H -1.12 -1.19 3.73
H 1.38 -0.58 3.21
H 5.39 3.59 -4.80
H 4.18 2.93 -5.95
H 0.26 2.03 -2.23
H -3.29 0.54 2.77
H -2.22 -1.19 1.76
H 1.23 -3.99 0.30
H -1.42 0.88 -3.31
H 0.72 0.54 4.25
H -0.03 -2.38 4.34
H 4.65 1.60 -3.16
H -3.61 1.14 1.20
H 5.58 2.03 -5.35
H -0.44 -3.45 -2.02
H -3.12 -1.19 0.25
H -3.63 -2.03 1.73
H 3.31 1.46 -4.27
H -0.10 -4.96 -0.50
```

Results
Net charge: +1
Total energy, eV: -99756.2300
2S+1: 1
Orbital gap, eV: 4.7

=====

(5)
The following is a quantum chemistry calculation of a molecular structure, C20H25Br2GeMoN2O2Se in a non-equilibrium geometry, from the Open Molecules 2025 dataset.

Geometry as XYZ:
```
54
C20H25Br2GeMoN2O2Se | the Open Molecules 2025 dataset | wB97M-V/def2-TZVPD
Mo 0.36 0.58 0.48
Br 5.34 -0.15 -0.17
Br 4.98 -1.37 5.37
Se -1.39 0.09 -1.25
Ge -4.09 -1.66 -1.85
O 2.30 0.25 0.24
O 0.74 1.59 -1.30
N 1.96 1.95 -1.67
N 0.82 -0.12 2.29
C 1.81 -0.98 4.77
C -0.01 -0.33 3.33
C -3.72 -0.75 -3.58
C 4.13 -0.90 3.75
C -3.33 -3.49 -1.75
C 2.43 1.55 -2.86
C -5.96 -1.42 -1.25
C 2.71 -0.75 3.71
C 0.46 -0.76 4.57
C -2.92 -0.71 -0.40
C 2.70 2.70 -0.84
C 3.97 3.10 -1.20
C 4.31 -0.36 1.39
C -1.44 -0.01 3.02
C 2.93 -0.15 1.31
C 4.48 2.71 -2.43
C -2.24 1.78 -1.74
C 3.69 1.93 -3.26
C 2.16 -0.34 2.48
C 4.89 -0.71 2.61
H -2.03 -0.93 2.95
H -2.62 2.27 -0.85
H -0.24 -0.92 5.37
H -6.10 -1.77 -0.23
H -1.47 0.52 2.03
H 2.18 -1.31 5.72
H 4.06 1.61 -4.23
H -3.06 1.54 -2.42
H 4.55 3.71 -0.52
H -6.26 -0.38 -1.32
H -4.35 0.12 -3.71
H -6.61 -2.01 -1.90
H 5.96 -0.84 2.67
H 1.77 0.94 -3.45
H -3.55 -3.95 -0.79
H -2.68 -0.47 -3.66
H -3.46 0.04 0.17
H -3.95 -1.43 -4.40
H -2.54 -1.48 0.27
H 5.46 3.03 -2.73
H -1.89 0.62 3.79
H -2.25 -3.43 -1.86
H -3.72 -4.13 -2.53
H 2.23 2.97 0.11
H -1.51 2.40 -2.25
```

Results
Net charge: +2
Total energy, eV: -292007.3340
2S+1: 4
Orbital gap (alpha / beta), eV: 5.9 / 6.4

=====

(6)
The following is a quantum chemistry calculation of a molecular structure, C20H25BrN2O10PSn, from the Open Molecules 2025 dataset.

Geometry as XYZ:
```
60
C20H25BrN2O10PSn | the Open Molecules 2025 dataset | wB97M-V/def2-TZVPD
Sn -0.58 -1.15 -2.17
Br 5.59 -3.31 3.54
P -1.05 1.29 0.43
O 1.75 -2.94 -2.91
O 2.78 -6.49 -0.79
O -0.95 2.81 -0.08
O 3.58 -5.11 -2.33
O 2.50 -1.64 -4.56
O 1.38 -0.72 -2.84
O -0.87 0.37 -0.77
O 4.00 -2.19 -1.70
O -0.16 1.13 1.59
O -2.60 1.09 0.77
N 0.51 -2.42 -0.87
N -0.15 -3.50 -0.23
C 1.72 -2.94 -1.45
C 4.13 -2.62 1.21
C -1.23 4.83 -1.24
C -4.14 2.87 1.19
C 3.17 -1.91 0.49
C -1.12 3.32 -1.43
C 0.13 2.99 -2.25
C 4.30 -2.33 2.55
C -2.38 2.78 -2.09
C 3.56 -1.35 3.18
C 2.42 -0.92 1.11
C 2.72 -5.41 -1.33
C 1.94 -1.70 -3.50
C 2.63 -0.64 2.45
C 1.76 -4.37 -0.97
C 3.04 -2.25 -0.97
C -3.36 1.73 1.83
C 0.65 -4.58 -0.23
C -2.49 2.26 2.97
C -4.30 0.65 2.34
H -3.26 3.03 -1.51
H 3.72 -1.14 4.23
H 2.04 0.14 2.92
H -0.37 5.20 -0.70
H 0.36 -5.49 0.27
H -3.15 2.69 3.72
H -1.29 5.32 -2.21
H 1.68 -0.36 0.55
H -0.75 -3.25 0.54
H -4.92 0.28 1.52
H -4.95 1.06 3.12
H -1.90 1.46 3.41
H -2.13 5.07 -0.66
H -4.80 3.33 1.93
H -1.80 3.02 2.62
H -2.48 3.22 -3.08
H 1.02 3.33 -1.71
H 0.22 1.92 -2.42
H -2.33 1.70 -2.20
H -3.73 -0.18 2.75
H 0.08 3.49 -3.21
H -3.45 3.64 0.82
H -4.75 2.51 0.36
H 3.35 -4.25 -2.73
H 4.72 -3.38 0.72
```

Results
Net charge: -1
Total energy, eV: -129771.3683
2S+1: 1
Orbital gap, eV: 7.5

=====

(7)
The following is a quantum chemistry calculation of a molecular structure, C20H25BrN3O6Ru in a non-equilibrium geometry, from the Open Molecules 2025 dataset.

Geometry as XYZ:
```
56
C20H25BrN3O6Ru | the Open Molecules 2025 dataset | wB97M-V/def2-TZVPD
Ru -0.09 -0.66 0.39
Br -2.63 -1.90 -4.67
O 0.16 -0.54 2.53
O 1.82 -1.45 0.76
O -1.70 -1.69 1.09
O 1.47 3.70 -0.14
O 0.65 1.20 0.23
O -1.35 0.68 -0.43
N 3.69 -0.94 1.93
N -3.05 -2.16 2.82
N -0.25 -1.79 -1.34
C 0.24 4.00 -0.61
C -2.32 4.56 -1.59
C 4.56 -1.32 0.81
C 4.34 -0.49 3.16
C -4.06 -2.69 1.90
C -0.87 -1.12 3.32
C -0.09 5.29 -1.04
C 0.43 -2.95 -1.40
C 1.51 -0.56 3.00
C -1.92 -1.69 2.34
C -1.37 -2.37 -3.36
C 2.39 -1.01 1.81
C -3.36 -2.24 4.24
C -0.73 2.99 -0.69
C -0.67 -3.56 -3.43
C -1.15 -1.51 -2.30
C -1.35 5.56 -1.52
C -0.46 1.63 -0.29
C -2.01 3.29 -1.18
C 0.24 -3.85 -2.43
H -2.74 2.50 -1.23
H -0.84 -4.25 -4.25
H -5.03 -2.56 2.37
H 0.66 6.07 -0.98
H 0.81 -4.76 -2.45
H -3.88 -3.75 1.72
H -1.29 -0.37 3.99
H 1.60 -1.31 3.79
H 5.38 -0.60 0.76
H 5.34 -0.91 3.19
H -4.17 -1.55 4.48
H -4.03 -2.15 0.96
H 3.81 -0.84 4.04
H 1.15 -3.12 -0.62
H 4.98 -2.31 0.98
H -1.58 6.57 -1.84
H -2.50 -2.02 4.87
H -0.46 -1.95 3.90
H 2.03 4.49 -0.18
H 4.00 -1.30 -0.12
H -3.69 -3.26 4.47
H 4.41 0.60 3.18
H 1.79 0.41 3.39
H -3.31 4.79 -1.97
H -1.68 -0.57 -2.22
```

Results
Net charge: +2
Total energy, eV: -110511.6455
2S+1: 2
Orbital gap (alpha / beta), eV: 7.9 / 6.8

=====

(8)
The following is a quantum chemistry calculation of a molecular structure, C20H25CdN4O6S in a non-equilibrium geometry, from the Open Molecules 2025 dataset.

Geometry as XYZ:
```
57
C20H25CdN4O6S | the Open Molecules 2025 dataset | wB97M-V/def2-TZVPD
Cd 0.65 0.18 0.35
S -0.89 0.63 -1.57
O -6.50 -3.06 -2.39
O -0.22 2.28 1.81
O 2.18 1.48 -3.64
O -0.79 4.39 2.06
O 2.35 0.57 -1.60
O -5.14 -4.59 -1.56
N 0.96 2.66 -0.54
N 1.62 -2.07 0.40
N 0.19 -0.84 2.51
N 2.61 0.30 1.65
C 1.20 -0.53 3.52
C 0.00 -2.26 2.28
C -0.01 4.82 -0.76
C 1.99 1.48 -2.33
C 2.17 0.55 3.02
C 1.20 -2.88 1.54
C 3.50 -0.85 1.49
C 0.42 4.90 -2.08
C 1.32 2.71 -1.81
C -5.31 -3.46 -1.94
C -2.02 -1.85 -1.12
C 3.05 -1.78 0.35
C -4.31 -1.20 -2.53
C 1.08 3.81 -2.63
C 0.26 3.67 -0.03
C -2.14 -0.59 -1.70
C -3.29 -0.28 -2.42
C -3.05 -2.76 -1.21
C -0.26 3.40 1.35
C -4.22 -2.44 -1.90
H -6.54 -2.12 -2.61
H 3.66 -2.70 0.40
H 3.24 -1.28 -0.60
H -5.18 -0.93 -3.13
H 3.05 1.14 1.28
H 2.04 -2.98 2.24
H 4.52 -0.53 1.27
H 1.40 3.81 -3.65
H -2.98 -3.73 -0.74
H 1.64 1.51 3.02
H -3.37 0.68 -2.89
H -0.69 -0.40 2.77
H 0.22 5.78 -2.67
H -1.10 -2.11 -0.61
H 0.75 -0.18 4.45
H 3.01 0.62 3.72
H 1.76 -1.44 3.75
H 1.37 -2.54 -0.47
H -0.57 5.65 -0.34
H 2.58 0.64 -3.93
H -0.90 -2.39 1.67
H 3.53 -1.40 2.43
H -0.81 5.25 1.63
H -0.15 -2.82 3.21
H 0.92 -3.90 1.23
```

Results
Net charge: +1
Total energy, eV: -54788.0686
2S+1: 1
Orbital gap, eV: 6.7